Entry 1:
28
Properties=species:S:1:pos:R:3:forces:R:3 method="wB97M-V/def2-TZVPD" charge=0 homo_lumo_gap_ha=0.322 e_tot_ha=-1009.4861 smiles="Cn1ccn(C(=O)OC(C)(C)C)c1=S"
O 1.817 -1.025 -0.228 -2.298 0.581 -0.298
S -1.464 1.823 1.057 0.323 -0.292 0.210
O -0.331 -0.410 -0.878 0.897 -0.012 2.868
C 0.698 -0.557 0.008 2.218 -1.039 -1.675
C -0.445 0.783 1.846 1.178 -0.304 2.012
C 1.086 -0.885 2.462 1.856 -0.097 0.001
C 0.738 -0.301 3.612 -2.692 1.968 -2.633
N 0.512 -0.149 1.338 -1.922 -0.512 1.870
N -0.254 0.726 3.249 1.213 -1.011 0.404
C -0.807 1.719 4.236 -1.215 -0.703 -2.755
C 0.992 0.646 -2.689 -1.231 0.259 2.643
C -1.485 -0.113 -2.941 0.710 -1.223 -0.210
C 0.117 -1.882 -2.808 2.399 1.174 3.580
C -0.132 -0.460 -2.290 0.618 0.825 -1.570
H 1.897 -1.678 2.506 -1.376 1.151 -1.210
H 1.023 -0.503 4.612 0.044 -0.092 0.580
H -1.914 1.747 3.999 1.188 0.124 0.775
H -0.388 2.661 3.918 0.001 0.574 0.267
H -0.565 1.501 5.266 0.044 -0.420 -0.036
H 2.010 0.398 -2.359 -0.400 -0.447 -0.099
H 0.767 1.635 -2.102 0.036 -1.697 -1.336
H 1.003 0.797 -3.740 -0.138 0.285 -0.868
H -2.285 -0.876 -2.957 0.728 -0.032 0.498
H -1.887 0.747 -2.552 -0.982 2.239 1.074
H -1.261 0.074 -3.965 0.128 0.234 -0.964
H 1.111 -2.188 -2.384 -0.912 -0.246 -0.672
H 0.133 -1.787 -3.834 -0.045 -0.433 -2.269
H -0.686 -2.444 -2.381 -0.368 -0.855 -0.186

***

Entry 2:
12
Properties=species:S:1:pos:R:3:forces:R:3 method="wB97M-V/def2-TZVPD" charge=+1 homo_lumo_gap_ha=0.265 e_tot_ha=-608.5622 smiles="C#[N+]/C=C/SC"
C 3.752 -0.002 0.771 -0.908 1.238 -1.878
C 1.895 0.952 -0.484 -6.667 1.544 -0.360
C 0.533 0.609 0.193 4.100 0.987 -3.995
C -2.263 0.430 0.662 0.094 0.515 1.837
N 2.943 0.452 0.039 2.690 -1.755 2.946
S -0.936 0.866 -0.492 -0.603 1.051 -0.513
H 4.508 -0.741 0.824 0.398 -0.629 0.391
H 1.958 1.696 -1.330 -0.015 -1.054 1.200
H 0.554 -0.115 0.920 0.404 -1.250 2.372
H -3.175 0.644 0.089 0.260 0.793 0.474
H -2.166 0.873 1.745 -0.327 -0.271 -2.468
H -2.384 -0.615 0.814 0.573 -1.169 -0.005

***

Entry 3:
21
Properties=species:S:1:pos:R:3:forces:R:3 method="wB97M-V/def2-TZVPD" s_squared=2.009 charge=0 homo_lumo_gap_ha="0.232 / 0.303" e_tot_ha=-329.0319 spin_multiplicity=3
C 0.609 0.575 -2.679 -1.075 -2.461 -6.070
C 0.236 -2.024 -0.353 0.985 -0.480 -0.570
C -0.314 -1.289 0.622 -0.373 -0.490 -1.412
C 0.123 2.025 -0.791 -1.638 2.046 0.662
C -1.786 -0.914 0.490 -0.055 -1.782 0.955
C 0.459 -0.740 1.789 -0.519 -1.391 -2.779
C 0.748 3.044 0.091 2.124 1.134 -0.324
N 0.571 1.324 -1.642 2.579 0.772 2.545
H 0.390 0.998 -3.717 -0.066 -0.340 1.715
H 0.857 -0.484 -2.720 0.304 0.410 0.706
H 1.312 -2.427 -0.434 -1.672 0.956 0.560
H -0.363 -2.245 -1.247 0.154 -0.160 0.477
H -2.189 -1.248 -0.457 -0.057 0.001 -0.239
H -1.955 0.115 0.604 -0.016 1.666 -0.048
H -2.444 -1.365 1.292 0.874 0.124 -0.600
H 1.193 -0.115 1.373 1.247 0.941 -0.110
H 0.852 -1.575 2.266 0.974 -1.067 1.439
H -0.239 -0.221 2.309 -1.534 1.666 2.323
H 0.374 3.006 1.101 0.072 -0.242 0.452
H 0.441 4.067 -0.276 0.297 -1.111 0.155
H 1.959 3.024 0.051 -2.603 -0.194 0.163

***

Entry 4:
137
Properties=species:S:1:pos:R:3:forces:R:3 method="wB97M-V/def2-TZVPD" charge=0 homo_lumo_gap_ha=0.328 e_tot_ha=-6038.2770 smiles="CCOS(C)(=O)=O.CCOS(C)(=O)=O.CCOS(C)(=O)=O.CCOS(C)(=O)=O.CCOS(C)(=O)=O.CCOS(C)(=O)=O.CCOS(C)(=O)=O.C[N+](=O)[O-].C[N+](=O)[O-].CO.CO.CO"
C 2.100 -0.731 -3.537 -0.642 0.403 0.446
O 3.329 -0.850 -4.196 0.050 0.183 -0.389
H 2.207 -0.569 -2.455 0.133 -0.088 -0.122
H 1.587 0.152 -3.926 0.123 -0.017 -0.137
H 1.409 -1.571 -3.679 0.239 -0.163 -0.089
H 3.932 -1.399 -3.692 0.053 -0.244 0.172
C 1.642 -4.857 1.523 0.555 0.100 -0.499
O 2.221 -5.423 0.343 -0.195 0.082 -0.120
H 1.135 -5.641 2.084 -0.024 0.232 0.309
H 2.424 -4.342 2.086 -0.191 -0.156 0.374
H 0.938 -4.089 1.208 -0.143 -0.154 -0.035
H 2.825 -6.119 0.613 -0.019 -0.061 -0.019
C -0.964 -0.171 3.191 -0.070 -0.402 -0.004
O -0.493 0.751 4.177 0.130 -0.252 -0.001
H -1.900 0.168 2.750 0.051 0.039 -0.094
H -0.205 -0.325 2.426 0.088 0.422 0.002
H -1.126 -1.165 3.612 -0.099 0.078 0.129
H -1.051 0.592 4.944 -0.024 0.256 0.085
O -4.505 -3.536 3.248 -0.249 -0.339 0.738
S -3.504 -3.400 2.250 -0.839 0.190 -0.694
O -2.877 -2.137 2.060 0.557 -0.071 -0.110
O -2.370 -4.469 2.460 0.536 0.021 0.126
C -2.771 -5.820 2.773 -0.496 -0.432 -0.378
C -1.618 -6.762 2.538 0.067 -0.137 0.328
C -4.264 -3.871 0.719 0.236 0.367 0.029
H -3.580 -6.099 2.090 0.040 0.005 0.013
H -3.204 -5.893 3.770 0.306 0.305 0.153
H -0.753 -6.586 3.178 -0.099 0.271 0.048
H -1.292 -6.734 1.500 -0.027 -0.065 -0.026
H -1.974 -7.762 2.791 0.034 -0.057 -0.212
H -4.626 -4.893 0.733 -0.080 0.001 0.077
H -3.564 -3.708 -0.095 -0.028 0.022 -0.023
H -5.088 -3.163 0.643 -0.094 -0.127 -0.154
O -5.046 -0.622 -7.051 0.028 -0.091 -0.393
S -4.669 -0.110 -5.782 -0.632 0.198 0.299
O -4.735 -0.961 -4.630 0.149 -0.131 0.177
O -3.238 0.487 -5.948 0.331 -0.153 -0.024
C -2.556 0.977 -4.766 0.616 0.718 0.597
C -1.223 0.292 -4.597 -0.187 -0.406 0.004
C -5.605 1.351 -5.437 0.058 0.172 0.257
H -3.162 0.838 -3.870 -0.148 -0.180 -0.132
H -2.412 2.052 -4.887 -0.110 -0.048 -0.231
H -0.595 0.395 -5.480 -0.096 -0.079 -0.083
H -1.403 -0.760 -4.362 0.237 -0.042 -0.135
H -0.670 0.724 -3.765 -0.194 0.094 0.088
H -5.254 2.128 -6.111 -0.197 -0.003 -0.110
H -5.427 1.655 -4.406 0.126 -0.038 -0.011
H -6.666 1.148 -5.549 0.024 -0.102 -0.194
O -0.219 -5.361 -3.409 0.367 -0.128 -0.247
S -1.033 -4.542 -2.588 -0.296 0.122 0.310
O -0.765 -3.148 -2.397 0.191 0.109 -0.069
O -2.510 -4.710 -3.100 -0.356 0.211 -0.171
C -3.398 -3.529 -3.120 0.488 -0.141 0.546
C -4.799 -4.063 -3.247 0.256 -0.382 -0.206
C -1.161 -5.315 -1.017 -0.459 -0.905 0.250
H -3.052 -2.883 -3.918 -0.302 0.013 -0.167
H -3.232 -3.007 -2.177 -0.146 0.149 -0.078
H -5.537 -3.266 -3.270 0.070 0.101 -0.068
H -5.009 -4.741 -2.417 -0.055 0.098 0.065
H -4.862 -4.659 -4.158 -0.185 0.131 -0.054
H -0.179 -5.486 -0.581 0.089 0.272 -0.051
H -1.633 -6.284 -1.193 0.220 -0.061 -0.154
H -1.847 -4.798 -0.354 0.314 0.426 0.019
O 3.374 -1.822 -0.656 -0.914 0.173 -0.103
S 4.699 -2.167 -1.030 0.762 -0.475 1.314
O 5.066 -2.407 -2.377 0.015 0.021 -0.730
O 5.677 -1.064 -0.503 0.275 0.372 -0.016
C 5.519 -0.649 0.879 0.202 -0.413 0.271
C 5.695 0.830 0.972 -0.452 0.383 0.451
C 5.171 -3.556 -0.049 0.044 -0.060 -0.110
H 6.254 -1.193 1.479 0.113 0.070 -0.146
H 4.542 -0.944 1.261 -0.115 0.078 -0.222
H 6.688 1.198 0.730 0.059 -0.159 -0.191
H 5.481 1.096 2.013 0.078 0.112 -0.075
H 4.941 1.311 0.346 0.138 0.120 -0.058
H 6.230 -3.762 -0.182 -0.062 -0.157 -0.382
H 4.507 -4.340 -0.410 0.198 -0.252 0.215
H 5.021 -3.363 1.011 -0.372 0.130 -0.057
O -1.412 3.551 -2.706 -0.533 -0.058 0.259
S -0.123 3.728 -3.284 1.746 0.067 -0.100
O 0.173 3.217 -4.578 -0.196 -0.120 -0.462
O 0.242 5.271 -3.351 -0.504 0.207 -0.082
C -0.361 6.137 -2.361 0.335 0.225 0.658
C 0.167 7.536 -2.592 -0.130 -0.336 -0.939
C 1.176 3.189 -2.178 -0.748 0.343 -0.203
H -0.041 5.836 -1.356 -0.111 -0.266 -0.112
H -1.442 6.043 -2.423 -0.017 0.147 -0.095
H -0.024 7.834 -3.627 -0.216 0.097 0.112
H 1.253 7.543 -2.502 -0.023 0.107 0.394
H -0.324 8.232 -1.918 0.180 0.075 0.100
H 2.003 3.880 -2.307 0.017 0.031 0.022
H 1.483 2.189 -2.465 -0.192 -0.147 0.259
H 0.719 3.273 -1.195 0.428 -0.316 0.223
O -2.525 5.649 3.684 -0.020 0.289 -0.166
S -2.457 4.328 4.215 0.404 -0.002 -0.153
O -3.415 3.894 5.172 -0.202 -0.225 0.176
O -2.518 3.282 3.032 -0.044 0.048 -0.028
C -1.590 3.460 1.923 -0.257 -0.260 -0.011
C -2.290 3.019 0.662 0.223 -0.366 0.112
C -0.832 4.063 4.843 0.056 -0.767 0.000
H -0.752 2.790 2.130 0.151 0.172 0.014
H -1.269 4.500 1.872 0.053 0.003 0.063
H -3.089 3.695 0.369 0.029 0.063 -0.034
H -2.701 2.021 0.826 -0.105 0.044 -0.056
H -1.551 2.918 -0.135 -0.137 0.172 -0.128
H -0.766 3.028 5.178 -0.273 0.097 0.319
H -0.676 4.770 5.650 0.187 0.071 -0.077
H -0.090 4.108 4.052 -0.042 0.635 -0.019
O 1.495 5.676 0.952 -0.431 -0.248 -0.812
S 1.881 5.754 2.316 0.794 -0.002 0.362
O 1.077 6.432 3.263 -0.262 0.218 0.385
O 2.081 4.298 2.919 -0.050 -0.008 0.004
C 2.712 3.335 2.074 0.165 -1.060 -1.296
C 2.502 1.934 2.595 0.930 0.273 1.235
C 3.528 6.393 2.345 -0.618 0.490 0.130
H 3.786 3.511 1.951 -0.031 0.333 0.372
H 2.297 3.374 1.063 -0.192 0.282 0.141
H 3.037 1.232 1.959 -0.573 -0.073 -0.395
H 1.454 1.710 2.774 -0.021 -0.224 -0.284
H 3.048 1.824 3.544 -0.318 0.175 0.133
H 3.380 7.446 2.107 0.193 0.015 -0.048
H 4.112 5.918 1.565 0.169 -0.110 0.140
H 3.908 6.308 3.358 0.228 -0.137 -0.082
C 0.437 -1.298 -0.009 -0.597 -0.795 0.315
N 0.535 0.130 -0.364 0.239 -0.189 -0.171
O -0.349 0.591 -1.058 0.018 0.082 0.119
O 1.519 0.742 0.007 -0.122 0.146 0.059
H -0.597 -1.517 0.255 -0.065 0.212 -0.143
H 1.073 -1.557 0.830 0.331 0.343 -0.138
H 0.684 -1.887 -0.889 0.132 0.155 -0.075
C 2.351 -0.610 5.370 0.226 0.124 0.413
N 2.976 -1.136 4.130 0.454 0.066 -0.427
O 4.144 -0.839 3.926 -0.347 -0.010 0.099
O 2.319 -1.831 3.381 -0.187 0.112 0.224
H 1.630 0.172 5.141 -0.090 -0.179 -0.389
H 3.161 -0.197 5.961 -0.015 -0.069 0.054
H 1.867 -1.437 5.880 -0.065 -0.034 -0.092

***

Entry 5:
16
Properties=species:S:1:pos:R:3:forces:R:3 method="wB97M-V/def2-TZVPD" charge=0 homo_lumo_gap_ha=0.354 e_tot_ha=-359.1814 smiles="NCNCC(N)=O"
O -0.157 2.444 1.775 -0.990 -0.514 0.586
C -0.168 1.783 0.768 1.727 1.103 -0.950
N -0.526 2.345 -0.477 -0.675 -0.937 0.955
C 0.558 0.418 0.749 -0.184 1.123 -1.037
N 0.582 -0.220 -0.547 -1.066 -1.790 -0.630
C 0.327 -1.682 -0.467 0.964 0.378 0.161
N -1.001 -1.953 -0.068 -0.812 0.455 0.403
H -1.434 2.735 -0.610 0.075 0.615 0.075
H 0.206 2.506 -1.123 0.148 -0.210 -0.773
H 1.568 0.669 1.076 -0.034 -0.327 0.613
H -0.043 -0.164 1.447 0.508 -0.351 0.128
H 1.390 -0.183 -1.148 0.433 0.938 0.484
H 0.619 -2.146 -1.421 -0.107 0.348 -0.123
H 1.056 -2.071 0.259 -0.498 -0.485 0.196
H -1.741 -1.743 -0.712 0.144 0.119 -0.315
H -1.235 -2.737 0.498 0.367 -0.465 0.226

***

Entry 6:
36
Properties=species:S:1:pos:R:3:forces:R:3 method="wB97M-V/def2-TZVPD" charge=0 homo_lumo_gap_ha=0.388 e_tot_ha=-843.6622 smiles=OCCO.OCCO.OCCO.O.O
O 0.093 -3.716 2.516 0.022 -0.082 0.047
H -0.206 -4.523 2.091 -0.022 -0.039 0.022
H -0.013 -3.028 1.846 0.028 0.263 -0.125
O -0.188 -1.245 0.881 0.001 -0.063 0.049
H -0.168 -0.424 1.392 -0.136 0.118 -0.092
H 0.205 -1.025 0.027 0.014 -0.236 -0.057
C 2.276 0.171 -0.942 -0.219 1.029 0.088
C 3.056 0.899 -2.023 0.420 -1.225 -0.127
O 2.228 1.718 -2.809 0.030 0.627 0.039
O 1.426 -0.852 -1.452 0.209 0.274 -0.217
H 1.657 0.984 -0.540 -0.222 -0.385 0.272
H 2.887 -0.213 -0.124 0.217 -0.118 -0.190
H 3.600 0.174 -2.653 -0.099 0.002 0.022
H 3.842 1.489 -1.553 -0.229 0.379 -0.038
H 1.680 1.214 -3.417 0.027 -0.172 0.058
H 1.755 -1.068 -2.330 -0.152 -0.319 0.022
C -1.957 0.091 -3.583 -0.712 -0.163 0.346
C -1.692 0.544 -2.173 -0.108 0.064 0.638
O -2.463 1.725 -1.865 0.477 -0.179 -0.296
O -1.343 0.929 -4.540 0.076 -0.054 -0.224
H -3.052 0.065 -3.680 0.065 0.194 -0.247
H -1.658 -0.945 -3.750 0.468 0.109 0.002
H -0.635 0.761 -2.003 0.054 -0.157 -0.151
H -1.987 -0.229 -1.458 -0.011 -0.045 -0.083
H -1.821 2.437 -1.825 -0.229 0.200 0.051
H -1.881 1.721 -4.627 0.015 0.034 0.030
C -0.770 -0.665 4.191 0.113 0.253 0.241
C 0.124 0.481 3.807 -0.231 1.746 -0.410
O -0.294 1.089 2.543 -0.157 -0.564 0.101
O -2.027 -0.189 4.649 -0.174 0.073 -0.037
H -0.335 -1.141 5.069 0.150 -0.285 -0.196
H -0.873 -1.383 3.376 -0.009 -0.085 0.085
H 1.193 0.301 3.728 -0.014 -0.558 0.169
H -0.047 1.297 4.516 0.319 -0.387 0.534
H -0.276 2.044 2.647 0.025 -0.119 -0.120
H -2.335 0.512 4.067 -0.006 -0.131 -0.205

***

Entry 7:
26
Properties=species:S:1:pos:R:3:forces:R:3 method="wB97M-V/def2-TZVPD" charge=+1 homo_lumo_gap_ha=0.346 e_tot_ha=-821.1938
C 1.567 0.525 -1.102 0.491 -1.104 -1.020
C 3.488 0.680 0.119 2.292 -0.701 -0.887
C 0.638 0.180 0.015 1.202 -0.593 0.255
C 0.800 0.963 1.324 1.009 0.719 -1.933
C -0.906 -1.104 -1.705 1.900 -0.547 1.995
C -1.626 1.075 -0.570 -0.070 1.075 -0.783
C -1.420 -0.998 0.768 2.712 -4.298 0.576
C -0.781 -0.247 -0.391 -1.644 0.751 -0.512
N 2.771 1.019 -0.920 0.112 1.014 0.899
N 3.241 -0.557 0.638 -1.364 -0.774 -0.335
S 1.816 -1.365 0.015 -0.009 0.940 0.739
H 1.323 0.192 -2.135 -0.100 0.860 0.722
H 4.515 1.174 0.350 -2.211 -0.698 -0.122
H 0.922 0.328 2.149 -0.556 -0.844 1.264
H 0.003 1.673 1.346 -0.745 0.216 0.573
H 1.709 1.583 1.334 -0.280 -0.177 -0.269
H -1.975 -1.208 -1.797 -0.106 -0.764 -0.407
H -0.270 -2.072 -1.583 -1.626 1.244 -0.290
H -0.503 -0.597 -2.559 -0.038 0.370 -0.552
H -1.981 1.513 0.367 0.647 -0.039 0.119
H -1.135 1.863 -1.186 0.326 -0.405 0.672
H -2.580 1.061 -1.120 0.257 -1.260 -0.017
H -1.497 -0.455 1.680 -0.548 0.687 0.469
H -0.622 -1.894 1.107 -1.828 2.089 -0.830
H -2.287 -1.650 0.544 0.122 1.065 -0.085
H 3.854 -1.240 1.106 0.055 1.174 -0.242

***

Entry 8:
12
Properties=species:S:1:pos:R:3:forces:R:3 method="wB97M-V/def2-TZVPD" s_squared=6.084 charge=+2 homo_lumo_gap_ha="0.353 / 0.150" e_tot_ha=-1799.8851 spin_multiplicity=5
C 1.526 -0.245 -0.962 -0.862 -1.778 1.033
C 2.585 -0.259 -1.694 4.378 0.281 -3.931
O 3.473 -0.241 -2.460 -2.479 0.054 2.491
C 0.435 -1.004 -0.350 0.812 1.511 0.160
C -0.599 0.068 -0.368 -3.649 0.388 1.735
O -1.476 0.091 0.528 3.467 -1.236 -2.347
C -0.965 1.526 2.979 -1.701 0.271 -0.148
O -2.068 1.578 2.656 2.061 0.303 1.213
Co -3.016 0.807 1.051 -2.560 0.734 0.259
H 0.085 -1.886 -0.903 0.350 -0.055 -0.153
H 0.719 -1.252 0.692 -0.220 -0.148 -0.313
H -0.699 0.817 -1.169 0.403 -0.324 0.000